This record from OMol25 describes a cluster of 11 separate species, C39H64O33 in total. The level of theory is the ωB97M-V functional and the def2-TZVPD basis.

Results
SMILES = C[C@H]1COC(=O)O1.C[C@H]1COC(=O)O1.C[C@H]1COC(=O)O1.C[C@H]1COC(=O)O1.CCOC(=O)OC.CCOC(=O)OC.COC(=O)OC.COC(=O)OC.O=C1OCCO1.O=C1OCCO1.O=C1OCCO1
E_LUMO = -0.020 eV

Last column: Löwdin charge in e.
CARTESIAN COORDINATES (ANGSTROEM)
C -6.173687 3.458012 -29.024300  -0.09
O -5.439208 6.292845 -24.125229  0.05
H -9.432646 1.211421 -26.472165  0.07
C -1.565795 0.488923 -22.420934  -0.02
H 0.226577 -2.104465 -22.517537  0.13
H -7.505704 -0.944185 -22.999512  0.07
H -7.886920 4.111899 -22.673993  0.10
H -5.260209 6.099005 -26.141143  0.10
O -1.663052 -3.085343 -22.785235  0.07
O -8.429180 -2.259308 -26.149084  0.05
C -8.839203 -4.461967 -26.864036  -0.30
C -5.000291 3.678573 -30.994345  -0.56
O -9.337686 -0.353769 -22.165549  0.03
C -10.913066 0.734044 -30.150678  -0.58
H -7.230115 3.229517 -28.909844  0.13
O -10.533244 0.421078 -31.219729  0.17
O -5.750267 -0.292330 -31.200518  0.09
H -7.033770 -0.588893 -32.844727  0.13
C -6.074054 1.202919 -25.149449  -0.26
H -2.654676 -0.028490 -27.832682  0.08
H -2.627528 2.757391 -21.319264  0.08
H -1.606975 3.178866 -24.522575  0.08
C -3.526738 7.109902 -25.278101  -0.11
O -3.209419 6.576125 -23.996785  0.07
H 1.988801 -0.230867 -26.853421  0.09
H -1.974313 -0.965748 -29.185695  0.10
H -7.441410 0.796506 -26.754241  0.07
C -8.907478 -2.971197 -27.280751  -0.08
C -4.489271 2.869990 -25.052243  -0.56
H -13.443311 0.713304 -22.438671  0.08
H -11.013705 1.523087 -25.846883  0.07
H 1.164354 0.405698 -28.368059  0.08
O 0.878503 1.528952 -26.744082  -0.03
C -5.803691 2.929481 -20.425258  -0.61
C -6.494888 0.430356 -26.364257  0.00
O -10.146412 0.739842 -29.044489  0.07
O -8.226676 -4.373536 -25.563234  0.08
C -13.225629 1.777256 -22.510259  -0.05
H -7.386082 0.406787 -21.927592  0.09
H -0.812939 -0.638351 -24.021666  0.15
O -2.689436 -1.287272 -23.588754  0.07
C -12.321202 1.192395 -28.444986  -0.09
C -1.003510 2.597757 -25.206859  -0.04
O 2.494068 2.221692 -25.321869  0.15
H -7.571722 0.705514 -31.761313  0.13
O -3.498164 -3.340275 -24.039813  0.19
C -10.432366 1.511405 -26.770362  0.00
H -2.339766 0.467105 -21.640304  0.09
H -0.627240 0.901614 -22.060536  0.11
H -3.343010 2.008402 -19.950655  0.10
H -11.664731 2.130180 -24.012393  0.09
C -7.829565 -3.105989 -25.295082  -0.56
C -5.025341 6.831949 -25.362857  -0.15
C -4.834622 0.700631 -24.428455  -0.07
O -4.943709 -1.068262 -29.232892  0.16
H -12.567793 2.221272 -28.175685  0.14
C 1.349971 2.109289 -25.637418  -0.62
O -12.204720 0.977251 -29.854084  0.08
H -9.993007 -6.202648 -26.488724  0.09
O -9.089349 1.531376 -23.349824  0.12
H -1.441848 1.598807 -25.275738  0.08
O -5.752719 2.848039 -30.242784  0.05
H 2.916103 -2.771836 -25.728794  0.08
O -11.085453 0.757987 -22.619210  0.04
H -1.026393 3.060560 -26.198890  0.10
H 2.666702 1.101355 -27.746948  0.10
H -3.239939 3.774748 -20.099502  0.11
O -3.795028 3.799046 -25.335284  0.15
H -9.939773 -2.674615 -27.480466  0.12
C -4.345115 6.365579 -23.298713  -0.54
O -6.908639 3.226556 -21.089655  0.00
O -4.059778 1.882650 -24.246917  0.04
H -3.117171 6.617258 -26.159290  0.13
H -4.288185 -0.066526 -24.979117  0.13
O -4.970394 4.903915 -30.411177  0.06
H -8.141948 -4.962291 -27.535920  0.15
C -5.891147 4.939405 -29.316099  -0.10
H -2.098659 1.231810 -23.020458  0.05
H -10.804768 -4.682297 -26.003100  0.10
C -0.841506 -1.998050 -22.346595  -0.07
H -1.006645 -1.920252 -21.269197  0.13
C 1.119532 -3.811303 -26.496525  -0.22
C -1.424670 -0.827048 -23.131352  -0.32
C -5.816250 -0.910330 -30.022940  -0.56
H -10.642796 -5.237504 -27.725857  0.09
H -10.446872 2.559292 -27.084649  0.10
C -7.938846 -0.521711 -22.088623  -0.04
O 0.026570 -2.920181 -26.464218  0.04
H -6.184086 4.707386 -22.242770  0.07
C 2.476497 -3.151855 -26.646748  -0.07
C -7.802203 -1.300539 -31.013091  -0.12
H -3.270682 8.164937 -25.357818  0.13
C -11.789649 1.974714 -22.939915  -0.20
H -13.924329 2.284536 -23.171219  0.08
C -7.028891 -0.236173 -31.815388  -0.09
C -2.704595 -2.642662 -23.523725  -0.56
C -11.020079 0.671126 -27.868685  -0.28
H 2.490475 -2.415542 -27.450039  0.06
H -11.008153 -0.388619 -27.606123  0.15
H -5.609554 3.086991 -28.170553  0.11
H -5.015852 0.260169 -23.448017  0.14
C -3.467226 2.850914 -20.633177  -0.06
H -0.936433 0.219001 -28.389809  0.08
O -1.319436 -1.440281 -27.254648  0.00
H -7.863533 -2.266296 -31.519437  0.13
O -5.662948 2.543933 -25.615235  0.07
H -7.704016 -1.215670 -21.288493  0.10
H 0.954462 -4.604400 -27.229586  0.13
C -10.167724 -5.155181 -26.744730  -0.03
H -5.591999 7.704327 -25.707494  0.13
H 1.152180 -4.400335 -25.577225  0.12
O 0.245847 -2.293997 -28.621715  0.12
C -6.873791 3.882686 -22.384881  0.02
H -13.382009 2.172933 -21.505979  0.08
O -7.084069 -2.825078 -24.423973  0.17
H 3.145455 -3.925170 -27.040740  0.08
C -0.281733 -2.205515 -27.539847  -0.63
O -4.727869 2.857101 -21.225207  -0.02
C -1.758084 -0.479338 -28.236590  0.00
H -6.945300 1.316435 -24.504255  0.12
O -5.801350 2.705171 -19.247461  0.14
H -6.616635 -0.621940 -26.106927  0.08
H -6.769722 5.501711 -29.644010  0.13
O -4.431916 6.231393 -22.115987  0.16
C -9.773184 0.751899 -22.751783  -0.61
H -5.764378 0.438076 -27.176442  0.09
H -6.409358 3.169566 -23.063409  0.08
O 0.388264 2.612082 -24.855805  0.01
H -11.302456 2.814982 -22.444404  0.13
O -4.538497 3.410261 -32.054951  0.17
H -8.308874 -2.738196 -28.159216  0.12
H -5.454659 5.510350 -28.499550  0.11
O -7.096246 -1.329164 -29.773094  0.03
H -8.825787 -0.969411 -30.858947  0.09
C 1.724045 0.626535 -27.468343  -0.01
H -13.165628 0.593923 -28.090999  0.14

Atomic forces in eV per Å
0.0854 0.6090 -0.3059
1.0339 0.9639 0.3971
0.0581 -0.0601 -0.2068
-1.5479 0.5515 0.4632
-0.0993 -0.5272 -0.3223
-0.4406 -0.1087 -0.1153
-0.0974 0.1452 0.1263
0.3092 -0.2599 0.2426
0.6926 -0.3786 -0.2342
0.2478 0.6176 -0.1817
0.2313 0.9538 0.1751
-0.7499 0.4334 -0.1255
-0.1098 -0.1234 0.4191
-0.4868 -0.6405 1.1101
-0.0185 0.0793 0.1716
0.5390 0.1914 -1.4411
0.5230 0.4934 -0.5209
0.6893 0.3944 -0.1203
-0.3498 0.3949 -0.6572
0.0339 0.1041 0.0496
-0.6899 -0.0052 -0.8428
0.5029 0.1958 0.3160
-1.0729 -0.2092 -0.5578
0.2655 0.2496 0.0549
-0.3507 -0.1792 -0.0855
-0.1023 -0.0762 0.0835
-0.0188 0.0179 -0.0172
-0.7025 -0.3624 -0.1942
0.4792 -1.2941 -0.7045
-0.1230 -0.0065 -0.3294
-0.2491 -0.4549 -0.1643
0.0638 -0.4435 0.0407
-0.5709 -0.1911 0.1032
0.1929 -0.0745 0.2783
0.1438 -0.6250 -0.2972
-0.1382 0.2611 0.3501
0.3203 -0.1946 -0.2119
0.0218 0.1442 0.4974
-0.4443 0.1826 0.2654
0.0095 -0.2537 -0.0726
-0.1057 -0.3494 0.1467
-1.0556 -0.8958 0.4795
0.3321 0.0232 -1.5973
0.6725 -0.3359 -0.1158
0.7214 0.3941 0.2608
-0.7364 -0.4160 -0.2578
-0.1855 0.7165 0.3262
0.6603 -0.6944 0.5370
0.0271 -0.0743 0.0387
-0.2887 0.0857 0.2084
-0.2456 0.1018 0.0086
-0.4514 -1.1431 -0.3538
-0.9649 -0.0622 -1.9733
-0.2936 -0.3551 0.3249
0.4815 0.2228 -0.1473
0.4534 0.1669 -0.3834
-0.5130 0.2349 0.2115
0.0285 0.4976 0.3451
-0.0478 0.1065 0.4068
0.2365 0.9938 -0.3658
0.3536 -0.0880 0.0519
0.1884 -0.7625 -0.0167
-0.2330 0.1811 0.0750
-0.6662 0.3396 0.4379
-0.6195 -0.0671 0.1354
-0.1018 0.1757 0.0402
-0.4635 0.0418 0.1858
-0.5282 0.8509 0.1074
0.0312 0.0950 0.1050
-0.6460 -0.4029 0.3689
-1.0178 -0.0213 0.0526
0.3503 0.0953 0.2320
0.8728 -0.4423 0.6708
0.1466 0.3252 -0.2712
0.2613 -0.0937 0.0973
-0.1058 -0.3268 0.1409
-0.2266 0.3499 -0.0694
0.7256 -0.0647 -0.6989
-0.1066 0.0592 -0.0661
-1.0030 0.4109 0.5552
0.0565 0.2469 -0.0035
0.8721 -0.9395 -0.1010
0.7931 0.9833 -0.3931
-0.9598 -0.1405 0.7339
-0.1666 0.4485 0.0665
0.3509 -0.0660 -0.1117
1.5582 -0.1095 -0.4191
-0.5046 0.3665 1.1220
-0.4300 0.4670 -0.4845
0.3631 -0.5004 -1.0189
-0.7863 0.8287 -0.2334
-0.0025 0.0436 0.4413
0.4570 -0.1314 -0.4484
-0.0172 -0.1015 -0.0936
-1.4328 -1.5909 0.0155
0.7190 0.4090 0.1826
1.0505 0.2654 -0.2776
-0.1748 0.2110 0.2357
-0.4684 0.0453 0.0872
0.0743 -0.1413 -0.0926
-0.2449 0.1752 -0.0074
1.5627 -0.1546 1.4037
-0.3197 0.2835 0.0184
-0.4076 0.3135 0.6915
0.5400 -0.1745 0.2888
-0.0071 0.0457 0.5858
-0.3391 0.0094 0.1507
-0.0164 0.4779 -0.5303
0.3600 -0.8792 -0.5322
-0.1118 0.1670 0.8392
-0.5871 0.5298 0.3277
0.2160 0.1534 0.0917
1.5971 -0.9471 0.8047
0.0228 0.0352 -0.0177
0.1558 0.6055 0.4975
0.0996 -0.0141 0.3057
-0.0830 -0.4840 -0.9992
-0.3943 0.3400 -1.2757
0.7224 -0.5652 -0.2516
0.1760 0.2373 0.2490
0.1073 -0.0079 -0.0311
-0.1585 0.0334 0.1251
-0.0877 -0.2345 -0.0414
0.4231 -0.1372 -0.4719
0.1431 -1.0802 -0.0372
0.1628 0.2133 0.1532
-0.2428 0.1549 -0.3890
-0.2580 -0.0830 0.8064
-0.0161 -0.0493 0.0730
0.2303 -0.0396 0.3565
0.1745 0.0403 0.1261
0.2008 -0.2788 0.0805
0.2327 -0.4077 -0.4730
0.0767 -0.0195 0.2519
0.6417 0.7465 0.0679
0.0594 0.0131 -0.1138